The following is a quantum chemistry calculation of C18H29Br33O2P as an isolated structure in a non-equilibrium geometry, from OMol25.

Values from the calculation:
LUMO level = 0.827 eV
Kohn-Sham gap = 4.7 eV
Net charge = -1
Electronic energy = -2343916.1156 eV
Multiplicity = 1

Each line ends with the Löwdin charge.
Geometry (Å):
1 C -3.043 1.997 -1.751  -0.12
2 C -2.776 0.710 -2.517  -0.32
3 C -3.523 -0.489 -1.939  -0.32
4 C -2.693 -1.771 -1.867  -0.40
5 P -2.361 -2.308 -0.047  0.38
6 C -1.965 -2.667 1.817  -0.38
7 C -1.040 -1.662 2.434  -0.28
8 O 0.191 -1.486 1.686  -0.10
9 C 0.336 -0.328 1.028  -0.40
10 O 1.065 0.571 1.412  0.01
11 H -2.625 1.922 -0.753  0.06
12 H -4.105 2.209 -1.681  0.07
13 H -2.547 2.837 -2.234  0.05
14 H -3.034 0.858 -3.560  -0.01
15 H -1.701 0.548 -2.501  0.08
16 H -3.902 -0.219 -0.953  0.07
17 H -4.391 -0.697 -2.562  0.09
18 H -3.145 -2.579 -2.441  0.05
19 H -1.714 -1.572 -2.299  0.04
20 H -0.922 -2.468 -0.352  -0.03
21 H -2.563 -3.740 -0.331  -0.04
22 H -3.818 -2.177 0.240  -0.03
23 H -2.221 -0.854 0.273  -0.01
24 H -1.600 -3.685 1.934  0.06
25 H -2.928 -2.630 2.334  -0.03
26 H -1.561 -0.722 2.569  0.09
27 H -0.725 -1.998 3.418  0.10
28 H -0.195 -0.259 0.074  0.11
29 C 3.936 -1.342 1.124  -1.64
30 Br 4.459 -2.780 2.290  0.57
31 Br 5.403 -0.166 0.711  0.55
32 Br 3.052 -1.975 -0.446  0.63
33 H 3.205 -0.751 1.661  -0.06
34 C -3.724 -1.380 5.901  -1.61
35 Br -2.894 -2.871 6.791  0.53
36 Br -2.480 0.059 5.625  0.60
37 Br -4.594 -1.933 4.269  0.62
38 H -4.494 -1.002 6.555  -0.04
39 C 3.052 0.708 -3.756  -1.65
40 Br 1.275 1.374 -4.044  0.57
41 Br 3.231 -1.113 -4.348  0.55
42 Br 4.380 1.849 -4.564  0.55
43 H 3.232 0.715 -2.691  -0.05
44 C 2.687 -3.899 6.032  -1.64
45 Br 0.936 -4.537 6.500  0.57
46 Br 3.605 -3.164 7.558  0.57
47 Br 3.735 -5.258 5.167  0.56
48 H 2.558 -3.095 5.321  -0.04
49 C 5.425 3.081 3.443  -1.64
50 Br 5.478 4.968 3.850  0.57
51 Br 6.182 2.030 4.866  0.57
52 Br 3.653 2.510 2.993  0.58
53 H 6.043 2.929 2.571  -0.04
54 C 2.586 -2.255 11.486  -1.66
55 Br 2.810 -0.368 11.786  0.57
56 Br 3.168 -3.287 13.003  0.56
57 Br 0.784 -2.685 10.985  0.57
58 H 3.220 -2.524 10.655  -0.07
59 C 2.407 6.629 1.539  -1.66
60 Br 3.341 7.187 -0.050  0.56
61 Br 1.240 8.013 2.197  0.56
62 Br 1.473 4.976 1.269  0.57
63 H 3.154 6.453 2.300  -0.08
64 C -2.717 1.298 -6.908  -1.61
65 Br -1.577 1.034 -8.437  0.54
66 Br -3.107 -0.358 -6.020  0.64
67 Br -1.988 2.612 -5.704  0.58
68 H -3.650 1.702 -7.271  -0.03
69 C -4.717 -6.989 6.628  -1.64
70 Br -5.837 -6.646 8.159  0.56
71 Br -4.906 -5.627 5.292  0.56
72 Br -2.875 -7.219 7.144  0.56
73 H -5.046 -7.921 6.196  -0.03
74 C -0.007 4.415 -10.215  -1.64
75 Br -1.797 4.895 -9.696  0.57
76 Br 1.126 4.132 -8.688  0.57
77 Br 0.009 2.893 -11.394  0.53
78 H 0.399 5.246 -10.770  -0.09
79 C 2.968 4.378 -13.544  -1.65
80 Br 2.111 2.895 -14.411  0.55
81 Br 4.577 4.902 -14.458  0.58
82 Br 1.765 5.868 -13.333  0.59
83 H 3.251 4.052 -12.554  -0.03